(1)
A structure of composition H22KrO11, computed with the ωB97M-V functional and the def2-TZVPD basis.

Output
Orbital gap: 10.430 eV
Electronic energy: -97809.952 eV
Molar mass: 281.965 g/mol
LUMO energy: 0.0 eV
Energy above the lowest of the compared OMol25 structures with the same formula, charge and spin: 10.7 kcal/mol

Last column: natural (NBO) charge in e.
Geometry (Å):
1 Kr 0.2902 -0.0733 0.1687  0.000
2 O -0.5698 -3.2813 1.9071  -0.951
3 H -1.2999 -3.8245 2.2041  0.480
4 H 0.1253 -3.9060 1.6999  0.480
5 O -2.8719 -1.6212 1.1199  -0.957
6 H -2.4196 -2.4258 0.8662  0.471
7 H -2.7490 -1.0320 0.3756  0.482
8 O -2.6019 0.0079 -1.6690  -0.959
9 H -2.3086 -0.6897 -2.2550  0.487
10 H -3.5504 0.0427 -1.7932  0.487
11 O 2.3558 2.0906 -1.6911  -0.979
12 H 1.5755 2.4075 -1.2363  0.496
13 H 3.0857 2.5130 -1.2383  0.474
14 O 0.8491 -2.7979 -2.9836  -0.955
15 H 1.6612 -2.2915 -2.9669  0.486
16 H 0.7948 -3.1932 -2.1135  0.466
17 O 0.5692 -1.3360 3.6877  -0.979
18 H 1.2950 -0.7992 3.3696  0.479
19 H 0.1934 -1.7241 2.8976  0.479
20 O 3.0475 -0.6799 -1.9449  -0.975
21 H 2.6378 0.1458 -1.6868  0.499
22 H 3.3625 -0.5236 -2.8352  0.465
23 O -2.6186 1.1382 2.5988  -0.948
24 H -2.2904 0.2444 2.5004  0.485
25 H -1.8318 1.6832 2.6072  0.462
26 O -1.4573 2.5363 -2.6720  -0.973
27 H -1.0820 2.4084 -3.5432  0.473
28 H -1.7468 1.6639 -2.4049  0.492
29 O 0.3033 3.4341 -0.3011  -0.961
30 H -0.3620 2.8706 -0.6962  0.496
31 H 0.2286 4.2623 -0.7751  0.483
32 O 2.5148 0.5485 2.8152  -0.944
33 H 2.6124 0.8970 3.7014  0.478
34 H 2.2580 1.3044 2.2871  0.480

Forces on atoms 1 to 3 (eV/Å):
Kr 0.0 0.0 0.0
O -0.1 0.1 -0.4
H -0.2 -0.1 0.3

(2)
A cluster of 11 separate species, H22NO13S in total, computed with the ωB97M-V functional and the def2-TZVPD basis.

Output
Orbital gap: 5.302 eV
Electronic energy: -39299.454 eV
Molar mass: 276.237 g/mol
Total charge: -1
LUMO energy: 1.2 eV
Energy above the lowest of the compared OMol25 structures with the same formula, charge and spin: 31.0 kcal/mol

Last column: natural (NBO) charge in e.
Geometry (Å):
1 N -0.0242 0.5396 -0.4021  -0.760
2 H -0.8302 0.8546 -0.1341  0.416
3 H -0.0202 0.0316 -1.1241  0.408
4 H 0.2718 0.0806 0.3609  0.463
5 H 0.6098 1.3946 -0.6131  0.450
6 S 1.8928 -1.0304 3.1189  2.700
7 O 0.5178 -1.1544 2.6879  -1.166
8 O 1.9068 -0.0194 4.1029  -1.084
9 O 2.3168 -2.2594 3.7039  -1.075
10 O 2.7228 -0.6954 1.9919  -1.122
11 O -2.0462 -3.0234 -1.5691  -0.988
12 H -1.4172 -2.6114 -0.9001  0.510
13 H -2.0282 -2.4944 -2.3711  0.457
14 O -1.4572 0.2856 3.3389  -1.002
15 H -2.2742 -0.2224 3.3749  0.457
16 H -0.7682 -0.4114 3.0839  0.517
17 O 2.2428 -1.4134 -0.5101  -1.075
18 H 2.5558 -1.1654 0.4519  0.529
19 H 2.0208 -2.3804 -0.7121  0.480
20 O -0.7052 2.4726 1.8899  -1.029
21 H 0.0738 2.6916 2.3189  0.471
22 H -1.0232 1.6966 2.5069  0.516
23 O -1.1302 -1.8184 0.8299  -0.995
24 H -1.9402 -1.8244 1.0859  0.449
25 H -0.5582 -1.6204 1.5659  0.516
26 O -0.5282 2.9816 -2.6051  -0.952
27 H -0.3512 3.9546 -2.3671  0.499
28 H 0.0568 3.0326 -3.3831  0.481
29 O -2.3072 1.1516 -2.9921  -0.978
30 H -2.5962 1.2566 -3.9861  0.469
31 H -1.6682 1.8076 -2.7671  0.490
32 O 3.1048 1.4826 0.5749  -1.025
33 H 3.1148 0.5656 1.0499  0.523
34 H 3.6978 1.4516 -0.2071  0.451
35 O -0.8032 -1.1984 -3.6191  -0.927
36 H -1.1962 -0.4424 -3.6861  0.461
37 H -1.4322 -1.9454 -4.0891  0.464

Forces on atoms 1 to 3 (eV/Å):
N 5.7 7.2 1.6
H -6.5 2.6 1.5
H -0.2 -5.6 -7.1

(3)
A structure of composition H22NO13S, computed with the ωB97M-V functional and the def2-TZVPD basis.

Output
Orbital gap: 6.024 eV
Electronic energy: -39299.743 eV
Molar mass: 276.237 g/mol
Total charge: -1
LUMO energy: 1.7 eV
Energy above the lowest of the compared OMol25 structures with the same formula, charge and spin: 24.3 kcal/mol

Last column: natural (NBO) charge in e.
Geometry (Å):
1 N -0.5353 -0.5929 -0.6148  -0.885
2 H -0.7983 -1.2829 -1.3018  0.428
3 H -1.4773 -0.2509 -0.3228  0.444
4 H -0.1383 0.2251 -0.9638  0.465
5 H 0.0147 -1.0589 0.1692  0.475
6 S 3.0637 -0.0089 1.3022  2.683
7 O 3.7937 0.0241 0.0712  -1.073
8 O 2.7817 -1.2039 1.8512  -1.059
9 O 3.7997 0.7251 2.3152  -1.105
10 O 1.7887 0.7371 1.0682  -1.140
11 O 0.9027 1.9551 -0.5258  -1.051
12 H 0.3527 2.3041 0.1442  0.478
13 H 1.6117 1.3751 -0.1228  0.514
14 O -0.0443 -3.6499 -0.1378  -0.960
15 H 0.5937 -3.8809 0.5722  0.493
16 H 0.4847 -3.9249 -0.9508  0.470
17 O -0.3613 2.2551 -3.0018  -0.976
18 H 0.1127 2.2531 -2.1548  0.530
19 H 0.0947 2.6501 -3.6598  0.469
20 O 0.3137 -1.4639 2.6852  -1.043
21 H 1.2667 -1.3219 2.2502  0.492
22 H 0.1387 -0.5519 2.5462  0.453
23 O -2.4683 1.0491 0.9372  -1.039
24 H -2.9923 0.1091 1.0182  0.457
25 H -1.7993 0.7621 1.5802  0.485
26 O -0.2733 1.1121 2.4292  -1.009
27 H 0.1327 1.1051 3.3562  0.484
28 H 0.5497 0.9441 1.9382  0.503
29 O 2.3607 -0.1069 -2.1068  -0.976
30 H 2.5787 0.7701 -2.4078  0.454
31 H 2.6247 -0.0209 -1.2168  0.487
32 O -3.9223 -0.7709 0.9812  -0.878
33 H -4.6133 -0.5899 1.7282  0.502
34 H -4.3613 -1.3159 0.4542  0.481
35 O -1.6363 0.2631 -3.1858  -0.994
36 H -2.5533 0.1981 -3.4388  0.448
37 H -1.3873 1.1781 -3.2848  0.493

Forces on atoms 1 to 3 (eV/Å):
N -2.0 -2.5 2.1
H 0.8 -0.1 -0.7
H 0.7 0.1 0.8

(4)
A cluster of 10 separate species, H22NO9 in total, computed with the ωB97M-V functional and the def2-TZVPD basis.

Output
Orbital gap: 10.046 eV
Electronic energy: -20266.233 eV
Molar mass: 180.174 g/mol
Total charge: +1
LUMO energy: -3.7 eV
Energy above the lowest of the compared OMol25 structures with the same formula, charge and spin: 116.4 kcal/mol

Last column: natural (NBO) charge in e.
Geometry (Å):
1 N -0.2083 -0.2667 0.0647  -0.819
2 H -0.1003 0.8433 -0.0393  0.479
3 H -0.4553 -0.5827 -0.7053  0.413
4 H -0.9543 -0.3777 0.8867  0.483
5 H 0.6067 -0.5467 0.4957  0.425
6 O -1.0943 0.0833 -3.1983  -1.000
7 H -0.2863 0.0463 -3.6263  0.489
8 H -1.8613 0.5733 -3.5233  0.513
9 O 1.6597 -2.2047 -1.3953  -0.938
10 H 2.6097 -2.0987 -1.2713  0.469
11 H 1.4567 -2.6017 -0.5623  0.469
12 O 0.1157 -1.6517 2.7677  -0.954
13 H 1.0827 -1.3957 2.9357  0.463
14 H 0.1117 -2.6027 2.5957  0.498
15 O 1.6507 1.4673 -1.9573  -0.976
16 H 1.6737 0.6513 -2.5433  0.486
17 H 2.5117 1.7043 -1.5343  0.493
18 O 2.4757 -3.3267 1.6597  -0.896
19 H 2.4837 -2.3257 1.9887  0.438
20 H 3.1127 -3.2377 1.0437  0.459
21 O -0.4133 3.7273 0.7707  -0.963
22 H -0.2713 2.9153 1.2347  0.477
23 H -0.2673 4.4213 1.3087  0.472
24 O 0.3257 1.7533 2.4767  -0.943
25 H 1.1137 1.8283 2.9687  0.481
26 H -0.1963 1.9373 3.1917  0.483
27 O -2.9813 -2.0577 -2.5483  -0.948
28 H -2.0823 -2.0657 -2.7383  0.476
29 H -3.3373 -1.1317 -2.3113  0.474
30 O -2.6463 1.8113 0.5437  -0.971
31 H -2.2783 2.6533 0.4227  0.487
32 H -3.5563 2.0583 0.5997  0.481

Forces on atoms 1 to 3 (eV/Å):
N -1.1 8.6 11.1
H -0.4 -2.8 0.0
H -2.7 -4.3 -9.4

(5)
A cluster of 11 separate species, H22O11 in total, computed with the ωB97M-V functional and the def2-TZVPD basis.

Output
Orbital gap: 10.457 eV
Electronic energy: -22879.713 eV
Molar mass: 198.165 g/mol
LUMO energy: -0.1 eV
Energy above the lowest of the compared OMol25 structures with the same formula, charge and spin: 41.5 kcal/mol

Last column: natural (NBO) charge in e.
Geometry (Å):
1 O 10.4946 11.1094 14.1233  -0.990
2 H 11.0939 11.8255 14.2680  0.472
3 H 10.4713 10.4767 14.8646  0.496
4 O 15.2235 13.5114 11.9908  -0.984
5 H 15.2933 13.8391 11.0506  0.464
6 H 14.3781 13.0077 12.0009  0.487
7 O 13.1778 9.5154 12.9550  -1.031
8 H 13.0452 10.4463 12.7818  0.503
9 H 13.2442 8.9594 12.1575  0.505
10 O 11.8955 6.5946 13.1835  -0.954
11 H 12.0202 5.6559 13.0811  0.465
12 H 12.4041 6.8849 13.9143  0.487
13 O 12.3398 13.0108 14.4888  -0.963
14 H 12.8593 12.3084 14.8473  0.502
15 H 12.5686 13.7325 15.0263  0.495
16 O 13.0247 12.0064 12.1504  -0.962
17 H 12.2240 12.0487 11.6650  0.499
18 H 12.8488 12.2867 13.0375  0.502
19 O 14.3193 11.2093 14.8909  -0.977
20 H 14.6710 10.3615 14.7368  0.502
21 H 15.0318 11.8448 15.0549  0.493
22 O 11.9583 8.6878 15.2060  -0.995
23 H 12.3296 8.9673 14.2934  0.502
24 H 12.7167 9.0108 15.7575  0.453
25 O 11.1291 9.2308 9.6433  -0.960
26 H 11.9677 9.0546 10.0622  0.478
27 H 10.5593 9.5221 10.3711  0.469
28 O 13.7134 8.7584 10.5005  -0.941
29 H 14.0993 8.0675 10.0398  0.488
30 H 14.3935 9.4126 10.5635  0.494
31 O 14.9007 6.8876 13.0301  -0.941
32 H 14.6680 7.7900 13.0152  0.471
33 H 14.5862 6.5045 12.2048  0.468

Forces on atoms 1 to 3 (eV/Å):
O -1.2 -1.3 -0.5
H 0.2 0.5 0.8
H 0.5 0.5 -0.4

(6)
A cluster of 11 separate species, H22O11 in total, computed with the ωB97M-V functional and the def2-TZVPD basis.

Output
Orbital gap: 9.424 eV
Electronic energy: -22877.192 eV
Molar mass: 198.165 g/mol
LUMO energy: -0.7 eV
Energy above the lowest of the compared OMol25 structures with the same formula, charge and spin: 99.7 kcal/mol

Last column: natural (NBO) charge in e.
Geometry (Å):
1 O 1.9417 2.0829 -2.3200  -0.912
2 H 1.1169 2.5283 -2.6092  0.446
3 H 1.4746 1.4258 -1.9154  0.465
4 O 3.4603 2.3897 0.6526  -0.935
5 H 3.8767 1.7486 -0.1021  0.450
6 H 2.5731 2.2042 0.4186  0.477
7 O 1.2376 -2.8209 -0.1434  -0.935
8 H 0.9750 -3.6878 -0.1582  0.471
9 H 1.9039 -3.0429 0.5611  0.493
10 O -1.7389 -2.0651 1.4452  -0.974
11 H -1.9681 -2.7343 2.1841  0.495
12 H -2.2626 -2.5487 0.6589  0.497
13 O -2.0250 0.5768 2.4793  -1.035
14 H -1.7025 -0.3163 2.0787  0.521
15 H -1.6416 1.1337 3.1354  0.497
16 O -2.1693 0.4795 -1.8465  -0.971
17 H -1.9982 -0.3949 -2.4226  0.500
18 H -2.2400 1.1563 -2.6074  0.501
19 O 0.3321 0.4661 -0.3358  -0.997
20 H 0.2713 -0.5204 -0.0453  0.496
21 H -0.5145 0.4428 -0.8667  0.496
22 O 2.1233 -2.0826 -2.6099  -1.007
23 H 1.6410 -2.6945 -3.2862  0.473
24 H 1.8363 -2.1436 -1.6323  0.506
25 O -4.1599 1.0254 -0.0661  -0.976
26 H -3.3885 0.9207 -0.6232  0.479
27 H -3.9391 1.6737 0.6858  0.483
28 O 1.1731 -1.6003 2.9617  -0.974
29 H 1.8912 -0.9526 2.6690  0.492
30 H 0.3451 -1.4984 2.4625  0.483
31 O 0.7820 2.9676 0.6465  -0.954
32 H 0.3460 3.7019 0.2354  0.469
33 H 0.4469 2.1793 0.3154  0.483

Forces on atoms 1 to 3 (eV/Å):
O 0.0 3.1 -2.1
H 1.1 0.7 -0.3
H -1.1 -3.8 2.4

(7)
A cluster of 11 separate species, H22O11 in total, computed with the ωB97M-V functional and the def2-TZVPD basis.

Output
Orbital gap: 10.628 eV
Electronic energy: -22877.135 eV
Molar mass: 198.165 g/mol
LUMO energy: -0.2 eV
Energy above the lowest of the compared OMol25 structures with the same formula, charge and spin: 101.0 kcal/mol

Last column: natural (NBO) charge in e.
Geometry (Å):
1 O 1.0215 0.0426 -0.0058  -0.956
2 H 1.8430 -0.3886 -0.3619  0.479
3 H 1.0854 0.9755 -0.0038  0.475
4 O -1.7342 -2.5068 -2.9435  -0.926
5 H -2.4358 -3.0527 -3.2008  0.488
6 H -1.0616 -2.9854 -2.4584  0.443
7 O 2.1429 -2.6249 -2.0795  -0.925
8 H 2.5978 -2.6036 -1.2276  0.468
9 H 1.2263 -2.6428 -1.9172  0.459
10 O -2.7522 0.8456 2.1173  -0.955
11 H -3.4161 1.5045 2.1944  0.471
12 H -2.8712 0.1240 2.8500  0.485
13 O -3.4163 -2.4760 -1.4484  -0.959
14 H -2.6231 -2.3558 -0.9678  0.475
15 H -4.2183 -2.0675 -0.9750  0.478
16 O 0.4465 3.4423 -2.8614  -0.910
17 H 0.1583 3.8237 -2.0608  0.466
18 H 1.1464 2.9178 -2.4561  0.445
19 O -0.7793 2.1065 -1.0816  -0.963
20 H -1.4991 1.7148 -0.5924  0.486
21 H -0.2958 1.4038 -1.4514  0.477
22 O -1.0332 2.9889 3.9480  -0.942
23 H -1.5366 3.8866 3.8342  0.470
24 H -0.1897 3.0846 3.4910  0.472
25 O 3.6181 -1.1785 3.4338  -0.935
26 H 4.5702 -1.4182 3.4387  0.469
27 H 3.3809 -1.1449 2.4971  0.466
28 O 3.5242 3.4364 0.0769  -0.928
29 H 2.5865 3.1185 0.1804  0.458
30 H 3.4057 4.3044 -0.2734  0.470
31 O -0.6934 -4.1773 0.2814  -0.948
32 H -1.5990 -4.5192 0.4418  0.492
33 H -0.5990 -3.5783 -0.4181  0.456

Forces on atoms 1 to 3 (eV/Å):
O 0.7 -2.7 -0.4
H -1.1 1.2 0.4
H 0.5 1.4 0.0